P | # C12H36NO9

7 unconnected molecules or ions with the total composition C12H36NO9 (ωB97M-V/def2-TZVPD, OMol25).

```
! wB97M-V def2-TZVPD RIJCOSX def2/J DEFGRID3
* xyz -1 1
O -1.6470 -1.0791 3.2744
O 1.9372 -2.6174 -1.8717
O 3.6533 0.9423 -0.9249
O -0.3308 -0.7885 0.8462
O -2.4555 1.7940 -0.9359
O 1.1276 4.1281 3.0905
O 0.0115 0.6932 -0.6752
O -1.8039 -2.7108 -0.6065
O 1.5986 -0.6580 -0.0382
N 0.4618 -0.1869 0.1188
C 4.2842 1.9713 -3.0446
C 3.4914 0.8946 -2.3381
C -2.7380 2.6073 0.1735
C 2.1091 3.0960 1.3177
C -1.6483 0.0023 4.0773
C 0.8859 2.9892 2.2241
C -2.6471 -0.0744 5.2472
C 1.6431 -3.9189 -1.3197
C -2.2443 -3.4776 -2.9053
C -4.1309 3.2441 0.0449
C -1.8018 -2.3644 -1.9544
C 1.7102 -4.9330 -2.4435
H 4.1071 3.0252 -2.7875
H -2.0323 3.3835 0.3188
H -3.7334 -0.1319 4.8126
H -2.5949 0.6150 5.9305
H -2.0699 0.9196 3.4097
H -2.6460 1.9132 0.8939
H -0.8475 -1.8310 -2.1788
H -2.4634 -1.5110 -2.4531
H 4.1625 2.0912 -4.3063
H -0.6627 0.1759 4.1006
H 3.9355 -0.0231 -2.8696
H -0.9703 -1.0220 2.6296
H -1.3134 -1.9142 -0.1553
H 2.9389 2.6977 1.7589
H -2.4922 -1.0217 5.8334
H 3.1655 0.2643 -0.4884
H 1.8244 -5.7753 -2.1966
H 0.9081 2.0795 3.0108
H -0.0444 2.7768 1.5956
H 0.9492 -4.7209 -3.1508
H 2.4522 1.0197 -2.1873
H 2.3983 -4.0513 -0.4406
H -4.1051 3.8316 -0.7937
H 5.3271 2.0163 -3.0329
H 2.3427 4.0128 1.0164
H -4.3938 3.8398 1.0836
H 1.7125 -1.9052 -1.2479
H 0.8326 3.9893 3.9725
H 2.7707 -4.9677 -2.9309
H -5.0330 2.4690 -0.1556
H -3.2132 -3.9652 -2.5339
H -1.5091 1.4153 -0.7290
H -2.0980 -3.0426 -3.8773
H 0.6201 -4.1511 -0.8478
H 1.9805 2.5125 0.4306
H -1.6712 -4.5675 -2.7909
*
```

HOMO energy: -6.490 eV
HOMO-LUMO gap: 9.227 eV
LUMO: 2.74 eV


Q | # C12H36NO9

7 unconnected molecules or ions with the total composition C12H36NO9 (ωB97M-V/def2-TZVPD, OMol25).

```
! wB97M-V def2-TZVPD RIJCOSX def2/J DEFGRID3
* xyz -1 1
O 7.9308 12.6531 51.8161
O 12.3672 15.0607 49.0158
O 8.8253 12.9184 45.0775
O 9.2955 16.0812 46.4641
O 9.6767 9.1149 48.4216
O 10.0255 13.7176 49.9119
O 9.4083 11.9102 48.8839
O 9.4563 13.7023 47.7284
O 12.0518 11.6132 50.3316
N 9.5010 13.0934 48.8547
C 8.9966 11.5615 44.9926
C 10.2119 17.0400 46.9914
C 13.0612 15.1449 50.1882
C 13.0221 11.3227 49.2859
C 9.3203 11.0855 43.6652
C 10.0937 18.2405 46.1068
C 8.3297 8.5428 48.1946
C 14.3608 11.6880 49.5586
C 7.8236 11.2585 51.7312
C 14.4021 15.7947 49.9398
C 8.4056 7.4650 47.0739
C 7.3486 10.7956 53.1094
H 13.1784 14.3055 50.7254
H 9.7116 11.4678 45.8418
H 11.3200 16.8462 46.9648
H 7.6115 6.7987 47.0811
H 10.8606 19.0549 46.5228
H 14.9911 15.6600 50.7841
H 7.9367 11.0803 53.8003
H 12.7196 10.2189 49.1629
H 9.0852 18.7567 46.1551
H 8.7656 10.8725 51.4576
H 12.6320 11.8845 48.5393
H 8.1077 7.9240 49.1844
H 8.8444 13.1615 46.0745
H 11.4211 14.7245 49.1533
H 14.9923 11.1992 49.1535
H 14.6643 11.5297 50.5749
H 10.1716 18.1531 44.8683
H 7.5778 9.4558 48.1892
H 12.5587 15.7801 50.9195
H 8.5773 7.8502 46.0662
H 9.2554 15.4003 47.1223
H 9.9128 17.2073 47.8042
H 14.3409 16.8335 49.6680
H 8.4565 11.3608 43.0028
H 7.2775 9.7452 53.1806
H 7.9873 11.2050 44.9263
H 14.8380 15.2929 48.9163
H 7.1368 10.9849 50.9263
H 9.5018 10.0183 48.8580
H 10.3327 11.2837 43.2109
H 14.7704 12.8369 49.4338
H 9.1775 10.0209 43.6712
H 8.7317 12.9403 51.4081
H 6.2792 11.2322 53.1676
H 11.2085 11.8901 50.0831
H 9.3367 6.7612 47.1974
*
```

HOMO energy: -6.502 eV
HOMO-LUMO gap: 9.554 eV
LUMO: 3.05 eV


Least stable: P


P | # C8H28N8O8

6 unconnected molecules or ions with the total composition C8H28N8O8 (ωB97M-V/def2-TZVPD, OMol25).

```
! wB97M-V def2-TZVPD RIJCOSX def2/J DEFGRID3
* xyz 0 1
O -1.3209 -2.6329 -2.7170
O 0.5250 3.9387 -3.7285
O -0.5508 -1.7298 4.6223
O -1.0036 2.3347 -2.1511
O 1.0914 0.9877 1.9053
O -1.6833 -0.2379 2.6357
O 1.6358 -3.2815 2.1692
O 0.8602 -0.0114 -1.1094
N -0.5590 -0.8455 -3.9193
N 2.7219 2.0829 3.1468
N -1.4288 1.1581 0.7900
N -1.6035 -2.6303 -4.9846
N 2.5319 -0.8005 0.2034
N -2.3519 -0.9450 0.5765
N 0.9399 -2.2710 -0.7209
N 0.6949 1.0442 4.1063
C 1.4672 1.3469 3.0406
C -0.5430 4.5222 -3.0862
C -0.0875 -2.7113 3.6857
C -1.5330 3.3863 -2.8644
C 1.1089 -2.1687 2.9962
C -1.1813 -2.0915 -3.7890
C -1.7639 0.0142 1.4312
C 1.4053 -0.9294 -0.5241
H -0.7193 1.7243 1.1794
H -1.7995 3.1627 -3.9209
H -1.0712 5.3173 -3.6151
H 1.2108 4.6205 -3.8202
H 0.2037 -3.6379 4.2636
H 3.2474 2.2823 2.2971
H 0.8370 1.3129 5.0504
H -0.1739 0.5468 3.9373
H -2.0961 -0.9728 -0.4056
H 0.8959 -1.3159 2.3891
H -0.3161 4.9351 -2.1250
H -1.3864 -1.3884 4.2867
H 1.8650 -2.0041 3.7566
H 3.2089 2.0122 3.9658
H -1.2971 1.1652 -0.1926
H -0.0562 2.2608 -2.3492
H 2.5839 0.0500 0.7290
H 0.0680 -2.2852 -1.3201
H -0.2357 -0.4450 -3.0860
H -2.5483 -1.8161 1.0046
H -2.4987 3.5707 -2.3398
H 1.1474 -3.2257 1.3447
H 2.8088 -1.5647 0.8213
H -0.8619 -0.1509 -4.5832
H -1.3508 -2.1349 -5.8254
H 1.5980 -2.9298 -1.0063
H -0.8367 -3.0123 2.9293
H -1.7991 -3.6063 -5.0799
*
```

HOMO energy: -9.321 eV
SMILES: NC(N)=O.NC(N)=O.NC(N)=O.NC(N)=O.OCCO.OCCO
HOMO-LUMO gap: 9.877 eV
LUMO: 0.56 eV


Q | # C8H28N8O8

6 unconnected molecules or ions with the total composition C8H28N8O8 (ωB97M-V/def2-TZVPD, OMol25).

```
! wB97M-V def2-TZVPD RIJCOSX def2/J DEFGRID3
* xyz 0 1
O 3.1253 -3.0541 -0.8655
O 2.3183 0.9426 1.0750
O -2.0335 -4.6988 3.4248
O 0.2999 1.3310 -0.8853
O 0.2786 0.7877 -3.5954
O -3.7734 2.2717 4.7249
O -1.1911 0.9096 -6.1916
O -0.0154 -0.4441 1.6346
N 3.5838 -1.1308 -1.9288
N 4.4097 1.9170 0.9962
N 1.4579 -2.1157 -1.9918
N -2.8877 1.3998 2.8592
N -4.6902 2.8743 2.8605
N -0.8720 -3.8496 1.7688
N -1.6764 -2.5557 3.4421
N 3.9396 0.1515 2.3690
C -0.7794 2.0337 -5.4384
C -1.5716 -3.7193 2.8632
C -0.7822 1.6499 -3.9974
C -3.8261 2.1573 3.5405
C -0.8566 0.7842 -0.3505
C -0.6923 -0.5123 0.3995
C 2.7214 -2.1369 -1.5730
C 3.4446 1.0839 1.5200
H -0.1821 -3.1791 1.4991
H -0.2576 -1.2945 -0.2552
H 4.5251 -1.5363 -1.8541
H -2.1904 -2.7106 4.3062
H -1.4890 2.8624 -5.5353
H 3.3270 -0.6390 -2.8073
H -1.1521 0.0457 -5.7697
H 0.9090 -0.2795 1.4244
H 4.1288 2.5348 0.2282
H -1.5338 0.5724 -1.1707
H 4.9282 -0.0033 2.5229
H -5.3643 3.3276 3.4650
H -2.4469 0.8293 3.5532
H -5.1039 2.5180 2.0116
H 1.0799 -3.0535 -1.8707
H -1.0511 -1.7724 3.2183
H -1.6807 -0.8792 0.6844
H 0.1942 2.4585 -5.7283
H -3.0332 0.9390 1.9639
H 0.3852 0.9543 -2.6324
H 3.2227 -0.3874 2.8092
H -1.7466 1.2009 -3.7129
H -1.3264 1.5727 0.2174
H -0.5857 -4.8238 1.7179
H 1.1732 -1.6520 -2.8523
H 1.0421 1.3325 -0.2577
H -0.7176 2.6299 -3.4974
H 5.0148 2.3556 1.6620
*
```

HOMO energy: -9.399 eV
SMILES: NC(N)=O.NC(N)=O.NC(N)=O.NC(N)=O.OCCO.OCCO
HOMO-LUMO gap: 9.581 eV
LUMO: 0.18 eV


Least stable: Q


P | # C3H2ClFN2O

A single C3H2ClFN2O molecule (ωB97M-V/def2-TZVPD, OMol25).

```
! wB97M-V def2-TZVPD RIJCOSX def2/J DEFGRID3
* xyz 0 1
Cl -3.0738 -0.8092 0.0573
F -1.8508 2.1614 0.0941
O -0.3003 -0.9776 -0.1456
N 0.3965 1.1758 -0.0321
N 1.9015 -0.5631 0.2128
C 0.6775 -0.1169 -0.0311
C -0.9838 1.1190 -0.0832
C -1.4251 -0.1988 -0.0662
H 2.6191 -0.0433 -0.3331
H 2.0392 -1.7472 0.3269
*
```

HOMO energy: -8.388 eV
SMILES: Nc1nc(F)c(Cl)o1
HOMO-LUMO gap: 8.865 eV
LUMO: 0.48 eV


Q | # C3H2ClFN2O

A single C3H2ClFN2O molecule (ωB97M-V/def2-TZVPD, OMol25).

```
! wB97M-V def2-TZVPD RIJCOSX def2/J DEFGRID3
* xyz 0 1
Cl 2.0921 -0.9210 0.0257
F 0.8551 2.1693 -0.0341
O -0.4988 -1.0416 -0.0090
N -2.7771 -0.7373 -0.1167
N -1.2413 1.0833 0.0960
C 0.1352 1.0419 -0.0104
C -1.5676 -0.1676 0.0027
C 0.6065 -0.2153 -0.0713
H -2.7187 -1.6969 0.1628
H -3.4675 -0.2122 0.3991
*
```

HOMO energy: -8.517 eV
SMILES: Nc1nc(F)c(Cl)o1
HOMO-LUMO gap: 9.156 eV
LUMO: 0.64 eV


Least stable: P


P | # C6H13N3O3

A single C6H13N3O3 molecule (ωB97M-V/def2-TZVPD, OMol25).

```
! wB97M-V def2-TZVPD RIJCOSX def2/J DEFGRID3
* xyz 0 1
O -1.6042 0.7129 2.2003
O 0.4320 -2.0997 -0.7451
O -2.1454 -1.2214 -0.8234
N -2.2813 -1.0196 0.5700
N 1.4895 2.1637 -0.3073
N 1.3669 -0.7562 -2.2979
C 2.0558 -0.3220 -0.0231
C -1.6454 0.2674 1.0410
C -0.9025 1.1821 0.1218
C 1.1889 -1.1975 -0.9807
C 1.2715 0.4027 1.0655
C 0.4532 1.6278 0.5261
H 1.0888 3.0431 -0.6721
H 2.7336 -1.0079 0.5192
H 0.6870 -0.9288 -2.8952
H 2.0558 0.5717 1.9495
H -3.0385 -1.2857 1.1660
H 1.9121 0.2471 -2.7995
H -1.6005 1.9629 -0.0335
H 2.5931 0.4315 -0.6097
H -0.4465 0.5452 -0.8151
H 0.7317 -0.4655 1.6805
H 0.3066 2.2364 1.5108
H -1.2840 -1.5905 -0.7268
H 2.2468 2.6279 0.4147
*
```

HOMO energy: -9.430 eV
SMILES: NC(=O)CC[C@@H](N)CC(=O)NO
HOMO-LUMO gap: 9.982 eV
LUMO: 0.55 eV


Q | # C6H13N3O3

2 unconnected molecules or ions with the total composition C6H13N3O3 (ωB97M-V/def2-TZVPD, OMol25).

```
! wB97M-V def2-TZVPD RIJCOSX def2/J DEFGRID3
* xyz 0 1
O 2.3197 -1.4470 -0.5000
O -0.3867 3.4770 -0.1516
O 0.1495 -1.4315 0.2292
N -0.8155 1.0750 -1.0248
N -0.9645 -0.1761 -1.5794
N -1.0010 2.5677 0.7214
C 0.9927 -1.6734 -0.8886
C -1.2914 1.3386 0.1243
C -2.1261 -0.9551 -1.1869
C 0.3960 -0.7776 2.4882
C 0.9026 -1.0655 1.2982
C 2.3570 -1.0657 0.8565
H -0.3752 2.9927 -1.0220
H 0.7347 -0.9988 -1.6786
H -1.8468 3.0168 1.0892
H -0.9117 -0.0632 -2.5818
H -0.6773 -0.8317 2.6488
H 2.9502 -1.7743 1.4375
H -1.9783 -1.3810 -0.1846
H 1.0270 -0.5171 3.3091
H -2.2314 -1.7937 -1.8915
H 2.8164 -0.1014 0.9261
H 0.8489 -2.7226 -1.2042
H -3.0535 -0.3624 -1.1853
H -1.8791 0.6743 0.7470
*
```

HOMO energy: -7.984 eV
SMILES: C=C1COCO1.CN/N=C/NO
HOMO-LUMO gap: 8.806 eV
LUMO: 0.82 eV


Least stable: P